C12H6F9MoN2OS3 as an isolated structure, computed with wB97M-V/def2-TZVPD.

Last column: Löwdin charge in e.
CARTESIAN COORDINATES (ANGSTROEM)
1 Mo 1.01318 -1.02237 0.45286  1.17
2 S 4.41384 -1.88371 2.73828  0.72
3 C 2.96311 -1.91782 2.08723  -1.69
4 S 2.51741 -2.73508 0.53284  0.52
5 S 1.48119 -1.09325 2.69616  0.51
6 F 3.58653 -0.69902 -1.99695  0.15
7 C 3.57748 0.62168 -1.74781  -0.57
8 F 4.04360 1.25599 -2.81070  0.21
9 F 4.36932 0.84678 -0.70950  0.20
10 C 2.11463 1.04897 -1.40161  -0.24
11 O 1.79851 0.59591 -0.13821  -0.27
12 C 1.96374 2.59437 -1.44213  -0.57
13 F 2.99400 3.17875 -0.84334  0.21
14 F 0.85067 2.96279 -0.81129  0.19
15 F 1.90150 3.00713 -2.70785  0.20
16 C 1.12087 0.39049 -2.41217  -0.53
17 F -0.06951 0.97440 -2.36883  0.20
18 F 0.90174 -0.91404 -1.96950  0.03
19 F 1.54346 0.31418 -3.64699  0.24
20 N -3.02763 -2.26882 0.17500  0.17
21 C -1.72768 -2.43446 -0.04974  -0.10
22 N -1.02630 -1.41246 0.42434  -0.09
23 C -1.94896 -0.52358 0.99917  -0.22
24 C -1.75368 0.70282 1.62698  -0.01
25 C -2.88263 1.34942 2.08596  -0.05
26 C -4.16377 0.80004 1.92420  -0.05
27 C -4.36278 -0.41277 1.29864  0.01
28 C -3.22449 -1.06261 0.83966  -0.17
29 H -3.74248 -2.92764 -0.09363  0.18
30 H -1.30766 -3.29544 -0.54407  0.15
31 H -0.77101 1.14191 1.75622  0.10
32 H -2.77852 2.30436 2.58212  0.12
33 H -5.01672 1.34711 2.30119  0.12
34 H -5.35094 -0.83404 1.17348  0.12

* Kohn-Sham gap (spin up / spin down): 7.13 / 6.87 eV
* ΔE to the lowest compared entry with this formula, charge and spin: 0.00 kJ/mol
* net charge: +1
* multiplicity: 3
* expectation value of S²: 2.0177
* lowest unoccupied orbital energy (spin up / spin down): -4.64 / -5.07 eV
* HOMO (spin up / spin down): -11.78 / -11.94 eV

***

C12H6IrN5OS3 as an isolated structure, computed with wB97M-V/def2-TZVPD.

Last column: Löwdin charge in e.
CARTESIAN COORDINATES (ANGSTROEM)
1 Ir 0.05735 -1.01835 0.61849  1.20
2 S 0.08542 -3.49306 0.23746  0.69
3 C -0.11614 -2.84241 -1.32044  -1.07
4 N -0.00853 -1.56360 -1.33983  -0.14
5 C -0.58697 -1.36491 -3.64473  -0.27
6 C -1.04437 -0.16890 -4.39964  -0.16
7 C -2.20084 -0.48916 -5.25578  -0.01
8 C -2.73455 -1.72203 -5.28956  -0.06
9 C -2.20447 -2.85838 -4.55514  -0.07
10 C -1.14023 -2.68765 -3.75883  -0.45
11 S -0.41637 -3.89838 -2.69529  1.04
12 H -0.34207 0.57665 -4.75038  0.12
13 H -2.59014 0.29634 -5.88964  0.11
14 H -3.59214 -1.90589 -5.92406  0.11
15 H -2.66894 -3.83010 -4.66048  0.11
16 S -4.22154 -1.34473 2.10580  0.67
17 C -2.68138 -1.12669 1.87285  -0.95
18 N -1.50768 -0.97503 1.71848  -0.22
19 N 3.12997 1.10976 -1.46697  0.17
20 C 1.98224 0.39893 -1.37882  -0.47
21 O 1.63019 0.07643 -0.17416  -0.22
22 C 1.29226 0.08610 -2.54306  -0.11
23 C 1.82080 0.55578 -3.76163  -0.24
24 N 2.31481 0.93435 -4.73542  0.15
25 C 0.07394 -0.74563 -2.50465  -0.33
26 N -1.28827 -0.25453 -2.93860  0.20
27 H 3.49186 1.41208 -2.35384  0.10
28 H 3.60846 1.35165 -0.61886  0.11

* Kohn-Sham gap: 5.94 eV
* ΔE to the lowest compared entry with this formula, charge and spin: 428.07 kJ/mol
* net charge: 0
* lowest unoccupied orbital energy: -2.31 eV
* HOMO: -8.25 eV

***

A 2-piece molecular cluster, C12H7FINO4 overall, computed with wB97M-V/def2-TZVPD.

Last column: Löwdin charge in e.
CARTESIAN COORDINATES (ANGSTROEM)
1 N -0.52299 0.45588 -2.81141  0.21
2 C -0.41468 -0.50787 -2.19073  -0.36
3 O -0.28901 -1.59940 -1.49285  0.01
4 C -0.12393 -1.36543 -0.10459  -0.28
5 C -1.25433 -1.45798 0.68138  0.04
6 C -1.13901 -1.24653 2.04362  0.03
7 C 0.09752 -0.93586 2.57855  -0.09
8 C 1.24027 -0.86955 1.77410  -0.12
9 C 1.13669 -1.09584 0.40207  -0.53
10 I 2.75420 -1.01353 -0.90740  1.09
11 C 2.52946 -0.53534 2.46041  -0.29
12 O 3.60165 -0.97311 2.14460  0.10
13 C 2.36463 0.36373 3.65127  -0.19
14 F 3.39996 1.14331 3.91732  0.13
15 C 1.28035 0.31297 4.41520  0.11
16 C 0.22122 -0.65140 4.04447  -0.33
17 O -0.49290 -1.17984 4.86136  0.13
18 H -2.20349 -1.67992 0.21500  0.14
19 H -2.01108 -1.30946 2.67811  0.13
20 H 1.18157 0.93042 5.29682  0.14
21 C -2.02364 2.07795 -5.34264  -0.18
22 O -1.91321 2.77270 -6.58502  -0.13
23 H -2.82907 2.55043 -4.78526  0.08
24 H -2.27644 1.02572 -5.49782  0.07
25 H -1.10678 2.14372 -4.76003  0.04
26 H -1.20234 2.36635 -7.08659  0.07

* Kohn-Sham gap: 8.22 eV
* net charge: 0
* structure (SMILES): N#COc1ccc2c(c1I)C(=O)C(F)=CC2=O.CO
* lowest unoccupied orbital energy: -1.64 eV
* HOMO: -9.86 eV

***

C12H7MgN2O6S as an isolated structure, computed with wB97M-V/def2-TZVPD.

Last column: Löwdin charge in e.
CARTESIAN COORDINATES (ANGSTROEM)
1 Mg 0.63576 0.28102 -0.05656  0.59
2 O -1.57694 0.20320 5.85324  -0.08
3 C -1.08223 0.03495 4.54393  -0.33
4 C -0.56840 -1.09246 3.89525  -0.04
5 C 0.04656 -0.96959 2.63718  -0.21
6 N 0.13766 0.20956 2.06686  0.05
7 C -0.30650 1.33834 2.65962  -0.24
8 C -0.90764 1.27459 3.89747  -0.01
9 C -0.34700 2.49987 1.70454  -0.64
10 O -0.79694 3.59513 2.07931  -0.07
11 O 0.08283 2.18476 0.51636  -0.17
12 C 0.50445 -2.10843 1.71952  -0.63
13 O 0.64379 -3.18209 2.26948  -0.01
14 O 0.79983 -1.75045 0.51776  -0.13
15 H -1.95960 -0.61917 6.24703  0.07
16 H -0.40820 -2.03307 4.41009  0.08
17 H -1.24476 2.17643 4.41355  0.11
18 O -0.49731 -0.07126 -1.71120  -0.17
19 N 0.01079 -0.12298 -2.91358  -0.21
20 C -0.87185 -0.19500 -3.97726  -0.01
21 C -0.36574 -0.32465 -5.25680  -0.11
22 C 1.01324 -0.29651 -5.49735  -0.12
23 C 1.87187 -0.16041 -4.42664  -0.12
24 C 1.36309 0.01227 -3.10000  -0.64
25 S 2.46803 0.29258 -1.78994  0.63
26 H -1.91000 -0.10867 -3.63060  0.14
27 H -1.14187 -0.36425 -6.02846  0.09
28 H 1.45523 -0.50413 -6.47691  0.09
29 H 2.95186 -0.19960 -4.56589  0.09

* Kohn-Sham gap (spin up / spin down): 1.70 / 6.27 eV
* net charge: -2
* multiplicity: 2
* expectation value of S²: 0.7601
* lowest unoccupied orbital energy (spin up / spin down): 4.41 / 4.40 eV
* HOMO (spin up / spin down): 2.71 / -1.87 eV

***

C12H8Br2F2NPd as an isolated structure, computed with wB97M-V/def2-TZVPD.

Last column: Löwdin charge in e.
CARTESIAN COORDINATES (ANGSTROEM)
1 Pd 0.05590 0.03366 -0.00006  0.55
2 F 5.07654 -1.63340 -0.00006  0.11
3 C 4.24277 -0.59486 -0.00002  -0.26
4 C 2.87405 -0.83598 0.00003  -0.03
5 C 2.04008 0.25459 0.00005  -0.16
6 C 2.49935 1.56978 0.00005  -0.12
7 C 3.87980 1.74233 0.00000  -0.20
8 F 4.39802 2.97727 -0.00003  0.10
9 C 4.76335 0.68192 -0.00004  0.09
10 C 1.48361 2.60987 0.00004  -0.19
11 C 1.68094 3.98481 0.00006  0.03
12 C 0.58207 4.82593 0.00003  -0.02
13 C -0.69975 4.29654 -0.00001  -0.03
14 C -0.83221 2.92424 -0.00004  -0.11
15 N 0.22882 2.11547 -0.00001  -0.01
16 H 2.51564 -1.85580 0.00003  0.08
17 H 5.83002 0.85439 -0.00009  0.15
18 H 2.67798 4.39266 0.00010  0.12
19 H 0.72860 5.89767 0.00004  0.13
20 H -1.57622 4.92712 -0.00003  0.12
21 H -1.80495 2.45262 -0.00008  0.08
22 Br -2.54894 -0.43673 -0.00015  0.71
23 C -2.21364 -2.33907 0.00013  -0.94
24 Br -0.30280 -2.63376 0.00010  0.75
25 H -2.63415 -2.76673 -0.90055  0.02
26 H -2.63404 -2.76644 0.90100  0.02

* Kohn-Sham gap: 7.91 eV
* ΔE to the lowest compared entry with this formula, charge and spin: 8.68 kJ/mol
* net charge: +1
* lowest unoccupied orbital energy: -4.17 eV
* HOMO: -12.08 eV

***

C12H8BrIrN2OS2 as an isolated structure, computed with wB97M-V/def2-TZVPD.

Last column: Löwdin charge in e.
CARTESIAN COORDINATES (ANGSTROEM)
1 Ir -1.55665 1.06162 0.75018  1.10
2 S -1.00978 3.33627 0.10978  0.30
3 C -0.66178 1.77134 -1.08673  -1.06
4 N -0.76644 0.46307 -1.16217  -0.12
5 C -0.29683 -0.06194 -2.33778  -0.32
6 C -0.28383 -1.41478 -2.68717  -0.01
7 C 0.22323 -1.77510 -3.91194  -0.08
8 C 0.72044 -0.80664 -4.80271  -0.08
9 C 0.71071 0.52860 -4.46851  -0.09
10 C 0.19644 0.88702 -3.22747  -0.47
11 S 0.03920 2.44361 -2.50915  1.04
12 H -0.67229 -2.14907 -1.99433  0.11
13 H 0.23637 -2.81990 -4.19093  0.10
14 H 1.11466 -1.10922 -5.76310  0.10
15 H 1.09045 1.27848 -5.14906  0.11
16 Br 1.90793 -1.20402 6.12955  0.79
17 C 0.94742 -0.57854 4.63669  -0.68
18 C 0.29529 -1.47341 3.80817  -0.09
19 C -0.39445 -0.96716 2.72499  -0.11
20 N -0.46262 0.34103 2.44420  -0.15
21 C 0.17271 1.18879 3.26313  -0.12
22 C 0.89132 0.77684 4.36683  -0.09
23 H 0.31821 -2.53673 3.99242  0.11
24 H -0.92383 -1.61971 2.04446  0.11
25 H 0.09170 2.23661 3.00274  0.10
26 H 1.38861 1.50078 4.99430  0.11
27 O -3.31617 0.70216 1.02363  -0.60

* Kohn-Sham gap (spin up / spin down): 6.79 / 7.00 eV
* ΔE to the lowest compared entry with this formula, charge and spin: 267.38 kJ/mol
* net charge: 0
* multiplicity: 5
* expectation value of S²: 6.0317
* lowest unoccupied orbital energy (spin up / spin down): -0.24 / -0.79 eV
* HOMO (spin up / spin down): -7.03 / -7.79 eV

***

Number 1: largest force on an atom 0.6 eV Å⁻¹. Number 2: largest force on an atom 3.4 eV Å⁻¹. Number 3: largest force on an atom 0.3 eV Å⁻¹. Number 4: largest force on an atom 3.8 eV Å⁻¹. Number 5: largest force on an atom 1.2 eV Å⁻¹. Number 6: largest force on an atom 3.0 eV Å⁻¹.